1.
105
Properties=species:S:1:pos:R:3:forces:R:3 method="wB97M-V/def2-TZVPD" energy_ha=-6620.6766 homo_lumo_gap_ev="6.4 / 6.4" homo_energy_ev="-7.82 / -7.82"
Mo 0.21845 0.44029 -0.03502 2.6513 0.2420 -0.4793
O -0.43098 -0.13345 -1.75694 -0.5410 0.0152 -1.8136
C -1.48926 -0.55239 -2.58761 -0.3161 -0.3082 0.3251
C -2.42045 -1.55513 -1.84093 0.3889 0.0906 -0.1464
C -1.75777 -2.76921 -1.24776 -0.1174 -0.1685 -0.1483
C -2.20791 -4.06816 -1.47777 0.0071 -0.0693 0.0268
C -1.58742 -5.11653 -0.81626 0.0139 0.0774 0.0330
C -0.53558 -4.85084 0.05039 -0.0012 -0.0088 0.0145
C -0.15696 -3.52721 0.22695 0.0012 -0.2346 0.1002
C 0.96842 -3.10545 1.14361 -0.2479 0.4098 -0.3716
C 1.97218 -2.16315 0.40829 0.1771 -0.8231 0.3285
O 1.36128 -0.87797 0.21902 1.8274 -2.1764 0.4755
C 2.30934 -2.86427 -0.90967 -0.0243 0.4447 -0.1852
C 1.94070 -2.34973 -2.14232 0.0103 -0.0016 0.0818
C 2.27377 -3.02044 -3.31317 0.0627 -0.0124 -0.0434
C 2.96850 -4.21633 -3.26023 -0.0196 0.0117 -0.0595
C 3.32176 -4.74730 -2.02732 0.0250 -0.0215 0.0522
C 3.00089 -4.07338 -0.86212 -0.0582 -0.0386 0.0609
C 3.26045 -2.01108 1.22538 -0.1208 0.2372 -0.0440
C 4.46714 -1.76627 0.57350 0.0142 -0.0277 0.0525
C 5.63837 -1.59692 1.29229 0.0177 -0.0132 -0.0378
C 5.62310 -1.67640 2.67727 -0.0068 -0.0016 0.0107
C 4.42667 -1.91266 3.33379 0.0173 0.0257 0.0624
C 3.25103 -2.07389 2.61273 -0.0261 0.0672 -0.0096
N -0.76397 -2.53867 -0.40698 0.0434 0.1647 0.0945
C -2.32458 0.65660 -3.07059 0.1112 -0.0612 0.2187
C -3.63516 0.52111 -3.52091 -0.0262 0.0267 0.0673
C -4.33048 1.61311 -4.02156 -0.0652 -0.0073 -0.0141
C -3.72820 2.85927 -4.09501 -0.0120 0.0615 -0.0443
C -2.41349 2.99791 -3.67919 0.0385 -0.0295 0.0637
C -1.72212 1.90693 -3.17083 -0.0354 0.0857 -0.0643
C -0.90500 -1.13519 -3.88597 0.2673 0.0070 0.1942
C -1.31684 -2.33790 -4.44144 -0.0297 0.0444 0.0218
C -0.79340 -2.77294 -5.65400 -0.0100 -0.0488 -0.0576
C 0.14031 -2.00803 -6.33159 0.0121 -0.0547 -0.0160
C 0.56549 -0.80632 -5.77813 -0.0003 0.0401 0.0658
C 0.05240 -0.37944 -4.56496 0.0473 -0.0436 -0.0174
H -3.23504 -1.87224 -2.48934 -0.0374 0.0248 0.0824
H -2.82922 -0.98952 -1.00832 -0.2241 -0.0492 -0.0444
H -3.03979 -4.25524 -2.14493 0.0067 0.0170 -0.0264
H -1.92587 -6.13369 -0.96692 0.0126 -0.0051 -0.0243
H -0.02648 -5.64591 0.57951 0.0025 -0.0208 -0.0142
H 1.50598 -3.98326 1.49725 0.0563 0.0620 0.0750
H 0.55158 -2.57444 2.00229 0.0672 -0.0974 0.0707
H 1.35412 -1.44425 -2.19211 -0.1202 -0.0239 -0.0006
H 1.98729 -2.59968 -4.26650 -0.0774 0.0225 -0.0435
H 3.23277 -4.73405 -4.17329 -0.0147 -0.0106 0.0032
H 3.86001 -5.68481 -1.97083 0.0045 -0.0009 -0.0035
H 3.30428 -4.48605 0.09310 0.0216 0.0050 -0.0074
H 4.49017 -1.69829 -0.50687 0.0001 -0.0348 -0.0057
H 6.56521 -1.39530 0.77061 0.0040 -0.0225 -0.0075
H 6.53852 -1.55273 3.24079 -0.0013 0.0126 0.0059
H 4.40447 -1.97189 4.41433 -0.0090 0.0155 0.0035
H 2.32729 -2.24140 3.15194 -0.0012 -0.0034 -0.0083
H -4.13219 -0.43925 -3.50215 0.0024 0.0245 0.0094
H -5.34710 1.48379 -4.37033 -0.0147 -0.0043 0.0338
H -4.27040 3.70773 -4.49313 -0.0076 -0.0105 0.0095
H -1.91545 3.95791 -3.75296 -0.0080 0.0073 -0.0046
H -0.68941 2.02315 -2.87957 0.0703 -0.0402 0.0754
H -2.05218 -2.95293 -3.94130 0.0253 0.0078 -0.0230
H -1.12606 -3.71587 -6.06948 -0.0001 -0.0024 -0.0047
H 0.53962 -2.34565 -7.27934 -0.0102 -0.0006 -0.0080
H 1.29500 -0.19453 -6.29436 0.0094 -0.0139 -0.0137
H 0.38822 0.55766 -4.13798 0.0188 -0.0013 0.0042
O -5.45624 6.12666 -0.48092 0.1469 -0.0088 0.0040
N -4.25795 6.32671 -0.53564 -0.2760 0.3223 -0.0519
O -3.73962 7.41821 -0.66719 -0.0100 -0.1421 0.0176
C -3.37544 5.16775 -0.43974 0.0353 -0.3066 0.0132
C -3.92926 3.91158 -0.29015 0.1649 -0.0332 0.0678
C -3.11216 2.80092 -0.18388 0.4619 0.5666 -0.2530
C -1.69253 2.89616 -0.28044 0.0977 0.5225 0.0111
O -0.86715 1.88414 -0.21278 -2.4925 3.0855 -0.4157
C -1.17405 4.22822 -0.43795 -2.5122 -0.3757 0.3945
C -2.01744 5.33638 -0.49768 0.4598 -0.1052 -0.0574
N 0.18052 4.35538 -0.56884 2.3513 -0.5351 -0.8582
O 0.65329 5.46565 -0.57771 -0.2803 0.2474 0.1560
O 0.61201 3.16400 1.65017 -0.0128 0.5025 0.2233
N -3.81137 1.55467 0.03275 -0.5621 -0.5391 0.0665
O -5.02595 1.56349 -0.01971 0.0165 0.0783 -0.0553
O -3.16565 0.55900 0.28378 0.1675 0.1247 0.0551
H -4.99957 3.78807 -0.23656 0.0047 -0.0107 -0.0116
H -1.57544 6.31716 -0.60842 -0.0192 0.0004 -0.0042
Cl -1.65081 2.22867 2.66894 -0.1272 0.0346 0.0875
C 0.10231 2.47368 2.72230 0.2465 -0.6154 -0.2689
C 1.01527 1.74896 1.71928 -0.0005 0.2705 0.3834
C 2.41483 1.71547 2.24916 -0.2227 0.0865 0.1138
Cl 3.63941 1.16972 1.18374 0.2535 -0.0713 -0.2140
C 2.80517 2.15788 3.45970 0.0953 -0.2672 -0.1901
Cl 4.45932 2.08401 3.93717 0.0409 0.0642 0.0237
C 1.85176 2.66803 4.42451 -0.3458 0.0859 0.0476
Cl 2.39945 3.08228 5.99727 0.0606 0.0052 0.0551
C 0.55775 2.80558 4.09359 0.1787 0.0101 0.0889
Cl -0.58170 3.35720 5.24651 -0.0572 0.0928 0.1190
Cl -3.49028 -0.53790 3.77002 -0.0233 -0.0603 -0.1093
C -1.95971 -1.31065 3.38014 0.2008 -0.0625 1.1316
Cl -2.08393 -3.07514 3.50245 -0.0425 0.0300 -0.1179
Cl -0.69333 -0.77144 4.59466 -0.3696 -0.1332 -0.4734
C -1.55088 -0.93004 2.05562 0.7031 0.5883 -0.4183
N -0.89541 -0.33160 1.30528 -1.6798 -1.3922 1.1497
N 1.74734 2.16234 -2.53099 -0.1814 0.1986 -0.1368
N 1.97710 1.14536 -1.55496 -0.0615 -0.1455 0.1709
H 2.62730 2.45847 -2.94107 0.0331 -0.0106 0.0264
H 1.37225 2.95079 -2.02341 -0.1389 0.2933 0.1062
H 2.77802 1.37083 -0.97367 0.0167 -0.0160 0.0725
H 2.21200 0.30555 -2.07484 -0.1720 -0.1376 0.1197

2.
102
Properties=species:S:1:pos:R:3:forces:R:3 method="wB97M-V/def2-TZVPD" charge=-2 energy_ha=-11444.0635 homo_lumo_gap_ev=5.7 relative_energy_kj_mol=83.77 homo_energy_ev=-2.12
Pb -1.50644 2.13314 -0.76300 0.2407 0.3517 -0.2851
N -1.25205 -0.26014 3.32932 -0.0470 0.1524 0.0976
C -1.71805 0.38670 2.21253 -0.1424 0.0167 0.0401
S -1.16380 2.00021 1.98314 0.0442 -0.1403 0.0715
N -2.55715 -0.33009 1.49912 -0.0033 -0.0376 0.0847
N -2.87861 0.18799 0.28778 -0.0444 0.2302 0.0455
C -3.93869 -0.23947 -0.29218 -0.0823 -0.1097 -0.1879
C -4.91905 -1.16366 0.34213 0.0482 0.0035 0.1231
C -4.53357 -2.35716 0.94939 0.0013 -0.0249 -0.1240
C -5.47268 -3.16271 1.57318 -0.0071 -0.0155 -0.0134
C -6.80766 -2.78158 1.61468 0.0134 0.0082 -0.0196
C -7.19870 -1.59244 1.01800 -0.0055 -0.0045 -0.0062
C -6.26065 -0.79176 0.38256 0.0010 0.0085 0.0560
C -4.23507 0.26451 -1.66109 0.0208 -0.0902 -0.0472
C -5.09929 -0.41842 -2.50882 0.0136 -0.0114 -0.0106
C -5.32981 0.08561 -3.78047 0.0068 -0.0122 -0.0223
C -4.70895 1.25619 -4.17127 0.0523 -0.0339 -0.0220
C -3.83741 1.85771 -3.27680 0.0533 -0.0328 -0.0458
N -3.60821 1.37332 -2.06442 -0.1573 -0.0448 0.2013
H -0.91241 0.33509 4.06719 -0.0981 -0.0608 -0.1277
H -1.76504 -1.08502 3.59852 0.0143 -0.0154 -0.0150
H -3.49162 -2.64187 0.92698 -0.0489 0.0208 0.0158
H -5.15937 -4.09037 2.03572 0.0032 -0.0150 0.0049
H -7.53967 -3.40802 2.10913 0.0018 -0.0108 0.0084
H -8.23596 -1.28399 1.04664 -0.0115 0.0111 0.0066
H -6.56685 0.14147 -0.07383 0.0046 0.0143 -0.0177
H -5.55972 -1.34126 -2.18545 -0.0145 0.0091 -0.0062
H -5.97107 -0.44623 -4.47078 -0.0128 -0.0081 -0.0041
H -4.84464 1.67092 -5.15765 0.0528 -0.0120 -0.0783
H -3.28601 2.74783 -3.55102 0.0380 0.0251 -0.0376
Se 5.18232 2.87059 3.22151 0.0350 0.0244 -0.1563
P 4.24831 1.29566 2.15380 -0.0070 -0.1016 0.0637
C 3.56342 0.21254 3.43919 -0.0036 -0.0594 -0.0313
C 4.40241 -0.54236 4.25898 -0.0799 -0.0127 0.0034
C 3.88896 -1.18326 5.37478 0.0045 0.0169 -0.0184
C 2.54484 -1.04163 5.70297 0.0243 -0.0243 0.0030
C 1.71952 -0.25935 4.91169 0.0526 -0.0599 0.0012
C 2.22316 0.36435 3.77990 -0.0747 -0.0939 -0.2244
C 5.51596 0.42925 1.16573 -0.0523 0.0534 0.0572
C 6.22102 1.25338 0.28504 0.0442 -0.0363 0.0565
C 7.29655 0.75572 -0.42562 0.0207 -0.0042 0.0408
C 7.68790 -0.56869 -0.26149 -0.0067 0.0372 0.0027
C 6.97422 -1.39641 0.58644 -0.0129 -0.0223 0.0010
C 5.88139 -0.90293 1.29140 -0.0853 -0.0424 -0.0776
C 2.93477 1.74352 1.01714 0.3270 0.2229 -0.1778
C 2.01794 1.19911 0.08380 -0.0194 -0.1867 0.1337
N 1.36993 2.25618 -0.43964 -0.0113 -0.1265 -0.2128
N 1.85607 3.36154 0.08589 -0.0745 0.2054 -0.1594
N 2.81008 3.08830 0.93885 -0.2601 -0.0961 0.2877
P 1.58900 -0.38536 -0.69779 0.2832 -0.1232 0.1980
Se 0.22393 -0.30081 -2.31122 0.0449 0.0219 0.0308
C 1.10217 -1.63083 0.54725 -0.0420 0.0380 -0.0591
C 2.03149 -2.17978 1.42393 0.0075 0.0147 0.1422
C 1.67364 -3.21179 2.27673 0.0404 0.1062 0.0304
C 0.37065 -3.69045 2.27032 -0.0350 -0.0079 -0.0156
C -0.56538 -3.13828 1.40835 0.0676 -0.0480 0.0337
C -0.19820 -2.12198 0.53868 0.0011 0.0563 0.0103
C 3.17007 -1.02656 -1.34672 0.0083 0.1464 -0.0025
C 3.95705 -0.12947 -2.06731 0.0245 0.0072 0.0607
C 5.09175 -0.56863 -2.72658 0.0138 -0.0477 0.0073
C 5.45619 -1.90740 -2.66707 -0.0011 0.0115 -0.0064
C 4.67390 -2.80511 -1.95863 -0.0355 0.0087 0.0128
C 3.52778 -2.36863 -1.30785 -0.0340 -0.0718 -0.0535
H 5.46297 -0.58566 4.04965 0.0280 -0.0260 -0.0151
H 4.54516 -1.76771 6.00798 -0.0035 -0.0206 -0.0019
H 2.14733 -1.53415 6.58199 0.0013 0.0031 0.0123
H 0.67648 -0.13704 5.17132 0.0998 -0.0356 0.0609
H 1.57530 0.97100 3.15495 -0.0422 -0.0037 0.0120
H 5.93030 2.29306 0.18901 0.0111 0.0045 0.0035
H 7.83994 1.40470 -1.10067 -0.0019 0.0007 -0.0200
H 8.53827 -0.95592 -0.80877 0.0111 -0.0064 -0.0091
H 7.26347 -2.43295 0.70601 -0.0244 -0.0251 -0.0315
H 5.31488 -1.57057 1.92731 0.0237 0.0109 0.0808
H 3.05065 -1.81977 1.41820 0.0829 0.0457 0.0464
H 2.41301 -3.63610 2.94317 0.0166 -0.0067 0.0510
H 0.09018 -4.50139 2.93188 -0.0145 0.0041 0.0172
H -1.58317 -3.50820 1.40338 0.0257 -0.0003 0.0045
H -0.91066 -1.70576 -0.16302 0.0225 -0.0302 -0.0018
H 3.66502 0.91334 -2.11662 0.0043 0.0094 -0.0040
H 5.69564 0.13497 -3.28518 0.0025 0.0120 0.0074
H 6.35262 -2.24894 -3.16991 0.0060 -0.0004 -0.0202
H 4.95141 -3.85102 -1.91055 -0.0051 -0.0127 -0.0188
H 2.90436 -3.08300 -0.78530 0.0249 0.0113 -0.0147
Cl -0.76957 5.33699 -1.61170 0.0335 -0.0019 0.0143
C -2.38271 5.39530 -0.94294 -0.0652 -0.0215 -0.0437
C -2.93581 4.21694 -0.47307 -0.0923 -0.0015 0.0647
C -4.21404 4.31545 0.04127 0.0032 0.0267 0.0398
Cl -4.98441 2.87499 0.67674 0.0095 -0.0122 0.0206
C -4.92506 5.51229 0.10445 -0.0403 -0.0119 0.0444
Cl -6.51987 5.58480 0.78225 0.0162 -0.0004 -0.0258
C -4.33141 6.67487 -0.37812 0.0028 0.0021 -0.0090
Cl -5.18031 8.18076 -0.30967 0.0009 -0.0134 -0.0075
C -3.04726 6.61876 -0.91290 0.0446 0.0582 -0.0088
Cl -2.30640 8.06079 -1.52099 -0.0122 -0.0232 0.0129
C -1.73972 -2.21511 -5.08973 0.0346 -0.1130 0.1573
O -1.37535 -0.85321 -4.96567 -0.0898 0.1141 -0.1409
C -1.79636 0.02417 -5.91980 -0.0897 0.0028 -0.0886
S -2.83005 -0.52491 -7.14593 -0.0603 0.0923 -0.0108
S -1.20305 1.58112 -5.72085 -0.0878 0.0365 0.0897
H -1.31962 -2.69702 -4.20786 0.0248 -0.0289 0.0262
H -1.32293 -2.64814 -6.00125 -0.0243 -0.0052 0.0206
H -2.82378 -2.33472 -5.12074 0.0233 -0.0117 0.0188